Record 1
38
Properties=species:S:1:pos:R:3:forces:R:3 method="wB97M-V/def2-TZVPD" multiplicity=1 total_energy_ev=-64317.5297 homo_ev=0.00 e_above_lowest_kj_mol=156.7 max_force_ev_per_a=1.0 total_charge=-2
Au 0.327 -0.702 0.819 -0.361 -0.075 0.934
S -2.195 -1.041 0.838 0.130 -0.173 -0.165
C -2.599 0.436 1.683 -0.154 0.016 -0.018
C -3.806 0.460 2.398 -0.053 0.046 0.054
C -4.258 1.578 3.080 -0.046 -0.058 0.013
C -3.490 2.735 3.070 0.032 0.075 0.009
C -2.288 2.734 2.379 -0.055 0.040 0.056
C -1.815 1.618 1.681 -0.030 0.079 -0.057
S -0.287 1.789 0.832 0.000 -0.086 -0.026
H -4.394 -0.450 2.409 -0.005 -0.007 -0.010
H -5.198 1.538 3.623 0.000 0.006 -0.005
H -3.812 3.625 3.601 -0.004 -0.003 0.003
H -1.672 3.626 2.369 0.002 0.009 0.001
N 2.211 -0.825 -0.891 0.146 0.119 -0.500
C 2.620 0.230 -1.131 0.236 -0.231 0.173
N 3.155 1.440 -1.373 -0.236 0.090 -0.004
C 2.442 2.562 -0.709 0.110 -0.066 -0.108
C 2.822 2.631 0.756 0.142 -0.026 0.069
O 4.248 2.737 0.905 -0.068 0.147 -0.040
C 4.893 1.608 0.358 -0.039 -0.127 -0.030
C 4.602 1.501 -1.133 0.129 -0.032 0.120
H 1.369 2.416 -0.823 -0.008 0.007 -0.004
H 2.740 3.476 -1.231 0.031 -0.013 0.007
H 2.447 1.743 1.278 0.037 0.026 0.002
H 2.388 3.510 1.224 -0.020 -0.008 0.019
H 4.553 0.692 0.862 0.029 -0.001 0.012
H 5.963 1.731 0.539 -0.015 -0.031 -0.022
H 5.072 0.616 -1.564 -0.011 0.008 0.008
H 4.975 2.391 -1.647 0.001 0.001 -0.009
Te 1.358 -2.289 2.984 0.047 0.204 -0.449
C 3.462 -2.102 2.891 -0.098 -0.023 -0.022
C 4.318 -1.466 3.752 -0.032 0.029 0.032
C 5.685 -1.543 3.374 0.073 0.028 -0.022
C 5.873 -2.238 2.216 0.039 -0.004 0.006
S 4.367 -2.797 1.601 0.060 0.055 0.000
H 3.959 -0.944 4.628 -0.004 -0.001 0.012
H 6.494 -1.092 3.937 0.005 0.005 -0.010
H 6.807 -2.429 1.710 -0.009 -0.026 -0.031

***

Record 2
24
Properties=species:S:1:pos:R:3:forces:R:3 method="wB97M-V/def2-TZVPD" multiplicity=1 smiles=CNCCN(C)C.O total_energy_ev=-10471.0997 homo_ev=-8.42 e_above_lowest_kj_mol=137.2 max_force_ev_per_a=1.7
C 2.917 0.923 -1.142 -0.075 -0.167 0.345
N 1.575 0.516 -0.769 -0.155 0.616 0.282
C 1.455 -0.696 0.018 -1.557 0.366 -0.666
C -0.041 -1.158 0.243 0.686 0.294 0.053
N -1.136 -0.187 0.264 0.450 0.069 -0.865
C -1.574 0.245 -1.082 0.126 0.604 1.014
C -0.836 0.945 1.138 -0.866 0.113 -0.097
H 3.609 0.610 -0.360 0.035 0.031 0.041
H 3.270 0.482 -2.079 0.053 0.049 -0.085
H 2.955 2.011 -1.187 0.163 0.035 -0.243
H 0.959 0.549 -1.566 -0.074 -0.233 0.025
H 1.908 -1.504 -0.533 0.592 -0.793 0.216
H 1.900 -0.572 0.993 0.513 0.203 0.172
H -0.055 -1.628 1.228 -0.028 -0.400 -0.171
H -0.219 -1.892 -0.543 -0.472 -0.111 0.256
H -1.183 -0.420 -1.837 -0.098 -0.197 -0.296
H -1.240 1.269 -1.276 0.203 -0.028 -0.254
H -2.660 0.286 -1.109 -0.167 -0.208 -0.197
H -1.637 1.679 1.063 -0.276 -0.048 -0.045
H -0.859 0.602 2.170 0.473 0.022 0.121
H 0.063 1.483 0.840 0.348 -0.208 0.268
O -3.110 -1.582 1.930 -0.156 0.773 -0.069
H -3.350 -0.799 2.453 0.003 -0.516 -0.061
H -2.709 -1.162 1.141 0.281 -0.265 0.256

***

Record 3
115
Properties=species:S:1:pos:R:3:forces:R:3 method="wB97M-V/def2-TZVPD" multiplicity=7 total_energy_ev=-152023.5684 homo_ev="-1.29 / -1.24" max_force_ev_per_a=3.3 total_charge=-2 s_squared=12.70
Tb 0.642 0.101 -1.076 0.157 -0.282 0.570
N -1.859 -1.813 2.620 0.654 1.285 -0.380
C -2.724 -0.768 2.292 -0.137 -0.116 -0.314
N -2.365 0.359 1.750 0.682 -0.497 0.530
C -3.382 1.262 1.685 -0.157 -1.014 0.630
C -4.570 0.828 2.208 -1.107 0.831 -1.659
S -4.463 -0.811 2.699 0.820 0.022 0.228
C -3.189 2.548 1.049 0.616 1.273 -1.012
C -3.962 3.639 1.264 -1.724 -0.857 1.416
S -3.572 4.935 0.267 0.494 0.763 -0.838
C -2.297 3.971 -0.468 -0.589 -1.967 2.584
N -2.212 2.745 0.072 -0.207 0.913 -0.633
N -1.419 4.477 -1.303 2.030 -0.805 -1.272
H -0.875 -1.538 2.401 -1.100 -0.095 0.222
H -2.016 -2.687 2.143 -0.382 -0.247 -0.058
H -5.500 1.308 1.827 0.588 -0.621 0.946
H -4.848 3.683 1.925 0.805 0.033 -0.457
H -1.654 5.266 -1.848 -0.137 0.688 -0.421
H -0.561 3.912 -1.584 -0.961 0.683 0.747
S 2.904 0.346 -2.629 0.168 0.275 -0.290
C 3.423 2.040 -2.768 -0.286 1.043 1.231
C 4.439 2.403 -3.665 -0.538 0.232 0.141
C 4.871 3.718 -3.820 0.105 0.199 0.369
C 4.337 4.737 -3.022 0.995 0.376 -0.764
C 3.343 4.408 -2.117 -0.102 0.082 -0.353
C 2.869 3.108 -1.945 -0.571 -1.134 -0.605
S 1.482 2.836 -0.821 0.641 0.055 -0.619
H 4.843 1.625 -4.286 0.215 -0.244 -0.201
H 5.647 3.941 -4.547 -0.037 -0.018 0.047
H 4.738 5.790 -3.130 -0.717 -1.281 0.176
H 2.839 5.221 -1.635 -0.173 0.171 0.648
C -1.905 -2.247 -3.295 -2.071 -0.736 1.088
Si -1.813 -1.794 -1.401 1.017 0.712 -0.201
C -3.679 -1.427 -1.018 -0.150 -3.047 -0.295
C -1.351 -3.481 -0.647 -0.251 -0.516 -0.451
C -2.331 -4.205 0.048 0.579 -0.264 0.236
C -2.094 -5.513 0.460 -0.336 -0.401 0.753
C -0.878 -6.145 0.151 -1.375 -0.154 0.070
C 0.025 -5.451 -0.616 2.046 -0.319 -0.158
C -0.108 -4.116 -0.985 -0.948 0.906 -0.076
Si 1.201 -2.947 -1.864 0.003 0.095 -0.114
C 1.485 -3.698 -3.631 0.545 1.775 -0.777
C 2.885 -3.615 -1.270 -0.307 0.545 0.351
H -2.811 -2.955 -3.374 1.123 1.027 -0.261
H -1.056 -2.752 -3.692 0.688 -0.358 -0.128
H -2.059 -1.335 -3.859 -0.276 0.174 -0.344
H -4.358 -1.990 -1.708 0.393 0.061 0.406
H -3.795 -0.442 -1.286 -0.392 2.710 -0.341
H -4.045 -1.603 -0.004 0.160 0.212 -0.004
H -3.276 -3.738 0.331 0.077 -0.074 -0.224
H -2.891 -5.983 1.071 0.692 -0.041 -0.419
H -0.649 -7.179 0.427 -0.275 0.333 0.061
H 0.965 -6.005 -0.855 -0.607 0.611 0.016
H 0.806 -3.290 -4.435 0.635 -0.976 0.641
H 1.668 -4.763 -3.607 -0.778 -0.627 -0.149
H 2.523 -3.353 -3.893 -0.815 0.233 0.112
H 3.010 -4.504 -1.879 0.561 -0.371 0.303
H 2.833 -3.804 -0.197 0.321 -0.373 -0.027
H 3.655 -2.853 -1.470 -0.116 -0.435 -0.035
C 3.989 -1.691 1.379 0.113 0.037 -0.166
C 3.800 -0.328 2.075 -1.033 0.793 -2.772
C 4.361 0.719 1.053 0.208 -0.221 0.563
C 4.513 -0.343 3.359 2.227 -0.724 0.443
Si 1.890 -0.174 2.395 1.602 0.352 0.846
O 1.055 -0.026 1.079 -0.866 -0.057 -1.621
C 1.465 -1.811 3.205 -0.530 0.734 -0.356
C 1.271 -1.972 4.561 -1.173 -0.657 1.111
C 0.672 -3.157 5.081 1.892 0.773 -0.545
C 0.421 -4.206 4.221 -0.522 0.497 0.165
C 0.542 -4.001 2.855 0.652 -0.596 -0.743
C 1.061 -2.813 2.331 -0.705 -0.912 0.774
C 1.523 1.209 3.670 -2.190 -0.324 0.254
C 2.407 2.248 3.868 0.624 0.060 0.070
C 2.159 3.362 4.657 -1.033 -1.326 -0.571
C 0.912 3.460 5.232 0.213 1.063 0.573
C -0.067 2.486 5.061 0.479 -1.127 -0.884
C 0.213 1.337 4.286 1.524 1.012 0.065
H 4.938 -1.757 0.830 0.210 0.199 0.383
H 3.271 -1.969 0.600 -0.259 0.371 0.442
H 3.985 -2.423 2.168 -0.054 -0.828 0.042
H 5.447 0.636 0.927 0.184 -0.656 0.098
H 4.301 1.732 1.426 -0.698 0.498 -0.166
H 3.948 0.597 0.039 -0.199 0.304 0.490
H 5.554 -0.735 3.190 -0.541 0.168 0.133
H 4.037 -1.075 4.010 -0.018 0.247 0.565
H 4.676 0.631 3.808 -0.400 0.065 0.332
H 1.400 -1.103 5.215 0.298 -0.426 -0.053
H 0.672 -3.343 6.138 -0.458 0.245 0.447
H 0.012 -5.119 4.638 0.096 -0.171 -0.235
H 0.337 -4.838 2.195 -0.290 0.220 -0.156
H 0.995 -2.613 1.270 0.358 -0.219 -0.219
H 3.362 2.176 3.394 0.460 0.067 -0.320
H 2.879 4.132 4.742 0.597 0.651 0.199
H 0.789 4.382 5.809 -0.668 -0.388 0.029
H -1.055 2.594 5.470 -0.223 0.143 0.262
H -0.561 0.581 4.165 0.221 0.091 -0.116
O -6.333 1.045 -2.408 -0.435 0.207 -0.526
C -5.848 2.216 -1.848 0.293 1.495 0.689
N -4.434 2.456 -2.079 0.321 -0.619 0.045
C -3.962 2.786 -3.307 -0.574 0.457 -0.513
O -4.671 3.258 -4.201 0.466 -0.411 0.776
C -2.501 2.549 -3.539 -0.682 -0.598 0.323
C -1.965 3.114 -4.641 0.436 1.528 -1.798
C -0.647 2.871 -4.996 0.782 -1.214 0.261
C 0.120 2.026 -4.183 -2.262 -0.506 0.726
N -0.479 1.321 -3.157 1.650 1.196 -1.175
C -1.721 1.601 -2.881 -1.321 -0.449 1.069
H -5.686 0.389 -2.182 0.421 -1.044 0.132
H -5.947 2.196 -0.757 -0.111 0.083 0.007
H -6.425 3.072 -2.249 0.271 -0.580 0.096
H -3.724 2.167 -1.388 -0.766 0.088 -0.349
H -2.563 3.801 -5.265 0.169 -0.586 0.433
H -0.274 3.141 -5.977 0.205 0.533 0.312
H 1.145 1.810 -4.318 0.954 -0.180 -0.271
H -2.124 0.990 -2.062 -0.099 0.194 -0.247